{"formula": "C52H145N13O14", "method": "wB97M-V/def2-TZVPD", "symbols": ["C", "C", "C", "O", "C", "N", "H", "H", "H", "H", "H", "H", "H", "H", "H", "H", "H", "C", "C", "C", "O", "C", "N", "H", "H", "H", "H", "H", "H", "H", "H", "H", "H", "H", "C", "C", "C", "O", "C", "N", "H", "H", "H", "H", "H", "H", "H", "H", "H", "H", "H", "C", "C", "C", "O", "C", "N", "H", "H", "H", "H", "H", "H", "H", "H", "H", "H", "H", "C", "C", "C", "O", "C", "N", "H", "H", "H", "H", "H", "H", "H", "H", "H", "H", "H", "C", "C", "C", "O", "C", "N", "H", "H", "H", "H", "H", "H", "H", "H", "H", "H", "H", "C", "C", "C", "O", "C", "N", "H", "H", "H", "H", "H", "H", "H", "H", "H", "H", "H", "C", "C", "C", "O", "C", "N", "H", "H", "H", "H", "H", "H", "H", "H", "H", "H", "H", "C", "C", "C", "O", "C", "N", "H", "H", "H", "H", "H", "H", "H", "H", "H", "H", "H", "C", "C", "C", "O", "C", "N", "H", "H", "H", "H", "H", "H", "H", "H", "H", "H", "H", "C", "C", "C", "O", "C", "N", "H", "H", "H", "H", "H", "H", "H", "H", "H", "H", "H", "C", "C", "C", "O", "C", "N", "H", "H", "H", "H", "H", "H", "H", "H", "H", "H", "H", "C", "C", "C", "O", "C", "N", "H", "H", "H", "H", "H", "H", "H", "H", "H", "H", "H", "O", "H", "H"], "coordinates": [[2.024, -5.350, -4.170], [1.330, -4.112, -3.687], [0.350, -4.338, -2.569], [0.971, -5.008, -1.449], [-0.030, -5.707, -0.674], [2.465, -3.174, -3.288], [2.680, -5.766, -3.398], [2.564, -5.150, -5.078], [1.282, -6.126, -4.416], [0.796, -3.709, -4.566], [-0.479, -4.888, -2.957], [0.009, -3.392, -2.179], [-0.758, -5.003, -0.227], [0.519, -6.170, 0.090], [-0.420, -6.496, -1.300], [2.941, -3.746, -2.579], [2.155, -2.331, -2.792], [3.937, -3.998, 3.593], [2.999, -4.676, 2.618], [1.604, -4.621, 3.307], [1.519, -5.594, 4.326], [0.109, -5.816, 4.727], [2.900, -3.959, 1.392], [4.806, -3.543, 3.111], [4.278, -4.591, 4.486], [3.375, -3.173, 4.031], [3.243, -5.716, 2.506], [0.777, -4.814, 2.585], [1.355, -3.604, 3.727], [0.142, -6.598, 5.449], [-0.441, -6.084, 3.871], [-0.340, -4.914, 5.163], [3.817, -3.883, 0.898], [2.196, -4.383, 0.746], [-0.493, -0.607, -2.637], [0.468, 0.207, -3.566], [-0.371, 1.199, -4.353], [-0.802, 2.278, -3.486], [-1.784, 3.094, -3.977], [1.529, 0.884, -2.729], [-1.081, -1.253, -3.327], [-1.181, 0.018, -2.074], [0.093, -1.244, -1.959], [0.992, -0.452, -4.231], [-1.215, 0.608, -4.847], [0.243, 1.673, -5.177], [-1.964, 3.018, -5.052], [-1.617, 4.132, -3.675], [-2.736, 2.832, -3.504], [2.161, 1.396, -3.349], [1.121, 1.476, -2.027], [-2.557, 0.453, 3.284], [-4.023, 0.222, 3.020], [-4.520, -0.959, 3.964], [-4.069, -2.194, 3.460], [-4.350, -3.213, 4.480], [-4.839, 1.358, 3.214], [-2.013, 1.043, 2.527], [-1.995, -0.465, 3.289], [-2.339, 0.926, 4.288], [-4.071, -0.033, 1.966], [-5.620, -0.965, 4.018], [-4.086, -0.700, 4.937], [-5.421, -3.299, 4.809], [-3.790, -3.051, 5.372], [-4.066, -4.169, 4.074], [-4.603, 2.156, 2.683], [-4.549, 1.701, 4.117], [-7.328, 0.886, -5.354], [-6.184, 1.070, -4.325], [-4.822, 0.401, -4.772], [-3.936, 0.357, -3.707], [-4.073, -0.699, -2.816], [-5.947, 2.515, -3.994], [-8.250, 1.364, -4.953], [-7.764, -0.129, -5.401], [-7.004, 1.258, -6.310], [-6.615, 0.392, -3.523], [-4.321, 1.063, -5.556], [-4.934, -0.608, -5.248], [-5.118, -0.735, -2.448], [-3.329, -0.685, -2.013], [-3.866, -1.636, -3.320], [-6.806, 3.001, -3.912], [-5.394, 2.530, -3.137], [1.204, 0.986, 2.882], [1.605, -0.283, 2.153], [0.461, -1.299, 2.096], [-0.464, -0.838, 1.120], [-1.338, -1.835, 0.818], [1.926, 0.104, 0.809], [2.050, 1.728, 2.708], [1.027, 0.854, 3.984], [0.315, 1.435, 2.378], [2.477, -0.794, 2.554], [0.009, -1.479, 3.126], [0.871, -2.232, 1.781], [-0.773, -2.726, 0.438], [-2.069, -1.597, 0.055], [-1.879, -2.058, 1.688], [1.061, 0.213, 0.277], [2.407, -0.608, 0.326], [1.047, 4.191, -0.019], [-0.433, 4.336, 0.273], [-1.295, 3.205, -0.369], [-2.673, 3.394, -0.007], [-3.472, 2.265, -0.447], [-0.751, 4.353, 1.675], [1.642, 5.040, 0.343], [1.212, 4.082, -1.060], [1.529, 3.312, 0.390], [-0.863, 5.240, -0.258], [-0.878, 2.249, 0.015], [-1.210, 3.125, -1.503], [-3.178, 1.326, 0.124], [-3.257, 2.119, -1.449], [-4.502, 2.630, -0.287], [-0.590, 3.442, 2.101], [-1.724, 4.598, 1.830], [5.485, -0.998, 0.723], [5.004, -0.494, -0.685], [6.196, -0.304, -1.604], [5.738, 0.256, -2.823], [6.869, 0.277, -3.715], [3.904, -1.323, -1.282], [6.116, -0.224, 1.135], [5.992, -1.989, 0.721], [4.592, -1.009, 1.319], [4.575, 0.495, -0.522], [6.626, -1.262, -1.918], [7.012, 0.346, -1.213], [7.537, 1.077, -3.484], [6.592, 0.446, -4.770], [7.448, -0.672, -3.591], [4.258, -1.880, -2.067], [3.141, -0.727, -1.610], [-5.597, -3.216, -6.587], [-4.326, -4.027, -6.584], [-3.200, -3.339, -7.395], [-3.033, -2.026, -6.938], [-1.813, -1.397, -7.341], [-3.866, -4.330, -5.209], [-5.540, -2.516, -5.740], [-6.470, -3.794, -6.448], [-5.749, -2.660, -7.516], [-4.520, -5.031, -7.020], [-3.396, -3.308, -8.446], [-2.253, -3.968, -7.297], [-1.968, -0.937, -8.291], [-0.964, -2.038, -7.514], [-1.599, -0.649, -6.634], [-3.415, -3.480, -4.793], [-3.159, -5.008, -5.268], [-6.184, -3.394, -1.342], [-5.672, -2.551, -0.181], [-6.640, -1.396, 0.124], [-6.969, -0.525, -0.903], [-7.701, 0.596, -0.392], [-5.434, -3.362, 1.027], [-5.387, -3.901, -1.861], [-6.670, -2.706, -2.032], [-6.982, -4.117, -1.002], [-4.703, -2.104, -0.388], [-6.257, -0.794, 0.955], [-7.633, -1.860, 0.433], [-8.142, 1.140, -1.248], [-7.057, 1.175, 0.261], [-8.515, 0.202, 0.275], [-6.212, -4.023, 1.151], [-5.121, -2.855, 1.823], [4.262, 3.516, -1.886], [5.741, 3.676, -1.441], [6.550, 4.490, -2.481], [5.958, 5.728, -2.542], [6.584, 6.748, -3.217], [5.676, 4.367, -0.094], [4.361, 3.190, -2.975], [3.782, 4.495, -1.745], [3.854, 2.685, -1.309], [6.216, 2.722, -1.324], [6.573, 3.903, -3.399], [7.626, 4.504, -2.058], [7.511, 7.040, -2.729], [5.917, 7.629, -3.255], [6.897, 6.387, -4.262], [6.653, 4.551, 0.210], [5.204, 5.234, -0.214], [2.271, -0.183, 7.438], [0.764, -0.288, 7.420], [0.045, 1.048, 7.350], [0.007, 1.642, 8.631], [-0.190, 3.064, 8.517], [0.254, -1.172, 6.290], [2.701, 0.142, 6.508], [2.679, -1.140, 7.722], [2.570, 0.479, 8.222], [0.472, -0.881, 8.369], [-0.982, 0.804, 6.869], [0.542, 1.778, 6.654], [0.744, 3.524, 8.145], [-0.381, 3.412, 9.569], [-1.053, 3.188, 7.830], [0.677, -0.878, 5.408], [0.655, -2.098, 6.384], [2.850, 4.412, 4.564], [3.678, 5.697, 4.575], [5.158, 5.365, 4.179], [5.741, 4.424, 5.038], [6.764, 3.613, 4.372], [3.215, 6.744, 3.565], [3.188, 3.654, 5.230], [2.750, 4.044, 3.507], [1.866, 4.630, 4.868], [3.655, 6.173, 5.553], [5.728, 6.311, 4.327], [5.227, 4.988, 3.176], [7.288, 4.267, 3.678], [6.275, 2.863, 3.777], [7.479, 3.271, 5.151], [2.230, 7.018, 3.776], [3.208, 6.239, 2.638], [4.198, 2.200, 1.908], [3.721, 1.649, 1.235], [4.774, 2.858, 1.398]], "forces_ev_per_a": [[-0.6, -1.2, 0.2], [1.4, 1.5, 0.0], [1.0, 0.1, 0.9], [-0.9, -0.2, -0.4], [0.8, 1.2, -1.1], [-0.8, -0.9, 0.1], [0.0, 0.1, -0.2], [0.4, 0.1, -0.2], [0.2, 0.1, 0.1], [0.0, 0.3, 0.5], [-0.8, -0.7, -0.1], [-0.4, 0.5, -0.1], [0.0, -0.5, -0.4], [0.7, -0.7, 1.3], [-0.8, -0.1, -0.1], [0.1, 0.6, -0.1], [-0.2, -0.5, -0.3], [0.7, 0.4, 1.0], [-1.3, 0.1, 1.8], [-0.9, 0.0, -0.3], [-1.5, -0.1, 0.5], [2.4, 1.3, 0.2], [0.2, 0.4, -2.0], [0.1, -0.3, 0.0], [-0.4, 0.1, -1.2], [0.2, 0.3, 0.0], [0.2, -0.8, -0.1], [0.5, 0.0, -0.1], [0.5, -0.6, -0.4], [-0.1, -0.6, 0.5], [-0.8, -0.5, -1.1], [0.2, 0.0, 0.0], [-1.2, -0.1, 0.5], [1.0, 0.5, 0.6], [0.8, -0.5, -1.3], [-0.3, 1.2, 2.5], [-0.2, 0.7, -1.2], [1.6, -2.2, -0.3], [-1.9, 0.8, 0.0], [-0.2, -1.4, -1.2], [0.1, 0.2, 0.6], [0.1, 0.2, 0.0], [-0.2, 0.2, -0.1], [0.1, -0.4, -0.5], [0.6, 1.1, 0.7], [-0.5, -0.5, 0.6], [0.3, 0.1, -0.1], [0.4, 0.0, -0.3], [-0.2, -0.1, -0.2], [-0.3, 0.1, 0.5], [-0.1, 0.5, -0.1], [1.4, 0.8, 0.9], [0.8, -1.7, -0.3], [0.1, 1.8, -1.5], [-0.4, -1.1, 1.8], [-0.7, 0.2, -1.0], [-1.1, 0.6, 1.7], [-0.6, 0.1, 0.1], [0.1, -0.6, 0.1], [-0.5, -0.3, -0.9], [-0.4, -0.7, -0.2], [0.2, 0.2, 0.1], [-0.1, -0.4, 0.2], [0.6, 0.5, -0.7], [0.7, 0.4, 0.6], [0.1, -0.3, -0.3], [0.5, 0.6, -1.5], [-0.5, 0.2, 0.8], [-0.4, 0.2, 1.0], [-0.6, -1.6, -0.2], [-0.9, 1.0, -1.4], [1.6, 1.0, 0.5], [-1.1, -0.8, 0.1], [1.0, -2.4, -0.3], [0.7, 0.6, -0.5], [1.1, 0.0, -0.2], [-0.4, 0.2, -0.6], [0.9, 1.1, 0.2], [-0.8, -0.7, 0.9], [-0.2, 0.7, 0.5], [0.7, -0.1, 0.3], [-0.3, 0.7, 0.0], [-0.1, -0.6, -0.4], [-0.8, 0.4, 0.4], [-0.4, 0.4, -0.2], [0.9, 1.2, 0.4], [-1.0, -0.1, 0.0], [0.0, 0.6, 1.1], [0.8, 1.2, 0.6], [0.0, -1.7, -1.3], [0.1, 1.4, -0.8], [-1.1, -0.8, 0.6], [0.0, 0.2, -1.0], [0.4, -0.5, 0.5], [0.1, 0.1, 0.5], [0.0, 0.4, -1.1], [0.3, -0.9, -0.4], [-0.5, 0.3, 0.3], [0.0, 0.7, -0.3], [-1.0, -1.0, 1.3], [0.2, 0.2, 0.2], [0.8, -1.2, -0.5], [0.1, 0.3, 0.7], [-1.9, -0.3, -1.5], [0.6, -0.2, -1.1], [0.6, -0.9, -0.2], [0.5, 1.1, 2.8], [0.3, 0.7, 1.0], [-0.3, 0.0, -0.1], [0.1, 0.2, -1.3], [-0.2, -0.5, 0.6], [0.8, -0.4, 1.0], [-0.5, 0.0, 0.1], [0.0, 0.3, 1.4], [-0.6, 1.0, -0.4], [0.1, -0.6, -2.3], [0.3, -0.8, -0.1], [0.0, 0.2, -0.1], [0.2, -0.2, -0.1], [-0.4, 0.1, -1.4], [0.0, -0.5, 0.5], [-0.4, 0.0, -0.7], [1.0, 0.3, -1.1], [-0.6, -0.8, -0.2], [1.0, 0.1, 0.4], [0.4, 0.0, 0.2], [-0.4, 0.7, -0.1], [-0.3, -0.4, 0.6], [0.0, 0.1, 0.1], [0.2, -0.3, 0.7], [-0.5, -0.4, 0.3], [0.6, 0.8, 0.5], [-0.4, -0.4, 0.6], [-0.4, 0.6, -0.4], [-0.3, 0.4, 0.3], [0.5, 0.0, -0.3], [0.5, 1.2, 0.3], [1.0, -0.7, -0.2], [0.7, -1.2, 0.5], [0.9, 0.0, 0.7], [-1.2, -0.7, -0.7], [-0.8, 2.2, 0.3], [-0.1, 0.0, -0.4], [-0.9, -0.9, 0.3], [0.2, 0.1, 0.1], [0.2, 0.6, -0.1], [-0.5, -0.1, -1.0], [-0.8, 0.8, 0.2], [-0.2, 0.6, -0.9], [0.2, -0.8, 0.5], [0.4, 0.9, 1.0], [-0.6, -0.9, -0.5], [1.1, -1.1, 0.0], [-0.8, 0.1, 0.5], [0.1, 0.2, 0.7], [-1.5, -1.0, 1.2], [0.1, 1.0, -1.2], [-0.7, -1.3, 0.0], [-1.0, -1.0, -2.0], [0.1, -0.4, -0.1], [0.0, -0.1, -0.3], [0.9, 0.6, -0.2], [0.2, 0.1, -0.5], [0.1, -0.2, 0.3], [1.0, 0.2, 0.3], [0.5, -0.1, 0.6], [0.2, 0.6, -0.1], [0.3, 0.4, -0.6], [0.6, 0.7, 0.5], [0.0, 0.3, 0.8], [2.0, -0.6, -1.2], [-1.2, 1.7, 0.6], [1.4, -1.3, 2.1], [-1.2, 0.1, 0.4], [1.0, 0.1, -2.0], [1.8, -1.8, -0.5], [-0.8, 0.5, 1.2], [-0.3, -0.6, -0.3], [-0.5, 0.3, 0.0], [0.2, -0.6, 0.1], [0.0, 0.3, -0.5], [-1.2, 0.4, -0.8], [0.3, 0.1, 0.3], [0.3, -0.6, -0.2], [-0.6, 0.8, 1.1], [-1.0, 0.1, -0.1], [-0.2, 0.9, -0.1], [-0.3, -0.3, 0.4], [-0.6, -2.0, 0.1], [-0.9, -0.1, -1.0], [-0.1, 0.3, -0.3], [-0.1, -1.0, 0.9], [0.5, 0.6, 0.3], [0.1, 0.2, -0.5], [0.3, -0.5, -0.2], [0.3, 0.7, 0.5], [0.1, 1.3, -1.3], [1.1, 0.7, 1.1], [-0.1, -0.8, 0.3], [-0.5, 0.0, -0.1], [0.0, -0.1, -1.2], [0.5, 0.6, 0.5], [-0.2, 0.4, 0.1], [-0.1, -0.1, 0.4], [0.1, 0.6, -1.7], [0.6, -0.1, -1.5], [-0.3, 1.5, 1.5], [0.7, -1.4, 0.2], [-0.6, 1.7, 1.0], [-0.3, -1.5, 0.0], [0.7, -0.6, 0.3], [0.4, 0.0, 0.9], [-1.5, 0.4, 0.4], [0.1, 0.0, 0.1], [-0.2, -0.3, -0.7], [-0.3, 0.1, -0.9], [0.4, 0.1, -0.1], [-0.1, -0.8, 0.0], [-0.7, -0.1, -0.6], [1.1, -0.5, -0.3], [-0.3, 0.8, 1.2], [0.7, 0.6, -1.5], [0.4, 0.7, 0.7], [-1.2, -1.1, 0.6]], "total_charge": 0, "homo_energy_ev": -8.7, "de_lowest_ev": 2.5099, "energy_ev": -104302.46357}